No. 1
Density functional theory data (the ωB97M-V functional and the def2-TZVPD basis) for 3 unconnected molecules or ions with the total composition C3H5F3Se.

Element x y z (Å)
C  1.323  -0.019  -1.833
C  0.287  -0.649  0.812
C  -1.059  -0.560  0.185
F  -2.025  -0.598  1.056
F  -1.123  0.667  -0.553
F  -1.306  -1.465  -0.796
Se  1.738  -0.101  -0.065
H  2.289  0.100  -2.394
H  0.427  -0.494  -2.320
H  -0.761  2.232  1.944
H  -0.319  1.531  2.144
H  0.528  -0.645  1.820

LUMO level (alpha / beta): -0.8 / -0.5 eV
calculated total energy: -2818.1813 Ha
energy relative to the best compared isomer or geometry (same formula, charge and spin): 3.915 eV
total charge: 0
HOMO (alpha / beta): -8.4 / -8.4 eV

---

No. 2
Density functional theory data (the ωB97M-V functional and the def2-TZVPD basis) for a molecular structure, C30H33N4O4PPdS.

Element x y z (Å)
Pd  0.055  0.952  1.138
N  0.401  2.972  2.258
C  -0.848  3.739  2.074
C  -1.203  3.793  0.601
N  -1.441  2.419  0.101
H  0.560  2.803  3.245
H  1.195  3.499  1.909
H  -0.770  4.751  2.475
H  -1.631  3.217  2.626
H  -0.384  4.238  0.031
H  -2.081  4.422  0.453
H  -1.626  2.423  -0.898
H  -2.307  2.082  0.528
N  -1.284  -0.921  4.767
C  -0.650  -0.079  3.954
O  -1.245  0.772  3.283
C  0.857  -0.153  3.860
C  1.387  0.161  2.455
H  -2.292  -0.899  4.798
H  -0.791  -1.601  5.318
H  1.244  -1.123  4.178
H  1.236  0.579  4.577
H  1.750  -0.747  1.983
H  2.164  0.919  2.478
O  -0.839  -0.892  -1.143
C  -1.901  -0.856  -0.350
N  -1.836  -0.391  0.838
S  -3.388  -0.377  1.532
O  -3.403  -1.235  2.667
O  -3.787  0.994  1.618
C  -4.149  -1.148  0.132
C  -5.465  -1.507  -0.044
C  -5.794  -2.090  -1.267
C  -4.840  -2.291  -2.260
C  -3.515  -1.916  -2.067
C  -3.188  -1.346  -0.850
H  -6.212  -1.350  0.722
H  -6.817  -2.391  -1.449
H  -5.137  -2.745  -3.196
H  -2.771  -2.067  -2.837
C  1.417  -0.369  -5.494
C  0.793  -1.433  -4.850
C  0.577  -1.389  -3.488
C  1.003  -0.281  -2.738
C  1.650  0.768  -3.390
C  1.844  0.727  -4.765
P  0.754  -0.366  -0.949
C  1.823  1.041  -0.349
C  1.560  2.370  -0.716
C  2.532  3.348  -0.569
C  3.781  3.001  -0.077
C  4.062  1.681  0.272
C  3.091  0.708  0.160
C  1.486  -1.909  -0.383
C  0.900  -2.653  0.642
C  1.465  -3.857  1.026
C  2.613  -4.322  0.397
C  3.194  -3.588  -0.628
C  2.628  -2.385  -1.025
H  1.581  -0.406  -6.563
H  0.477  -2.300  -5.415
H  0.097  -2.228  -3.000
H  2.035  1.616  -2.849
H  2.343  1.550  -5.258
H  0.613  2.628  -1.162
H  2.322  4.369  -0.861
H  4.549  3.757  0.029
H  5.043  1.414  0.642
H  3.316  -0.307  0.453
H  0.002  -2.303  1.139
H  1.001  -4.439  1.812
H  3.048  -5.266  0.698
H  4.078  -3.955  -1.131
H  3.073  -1.830  -1.843

LUMO level: -6.8 eV
calculated total energy: -2549.8914 Ha
energy relative to the best compared isomer or geometry (same formula, charge and spin): 0.762 eV
total charge: +2
HOMO: -14.1 eV

---

- Which value of energy relative to the best compared isomer or geometry (same formula, charge and spin) does entry 1 give?
  3.915 eV

---

- Number 2 is which compound?
  C30H33N4O4PPdS